[1]
DFT (ωB97M-V/def2-TZVPD) results for a cluster of 2 separate species, C22H26O4P in total.

Summary:
**Lowest unoccupied orbital energy**: -0.12105 Ha
**HOMO-LUMO gap**: 7.880 eV
**Charge**: +1
**Energy**: -1495.982610 Eh
**Molar mass**: 385.4 g mol⁻¹

Element x y z (Å)
C1 -0.38 -0.33 -0.60
C2 -0.23 -1.84 -0.58
C3 0.84 -2.35 -1.56
C4 0.52 -3.74 -2.13
C5 1.75 -4.56 -2.56
P1 2.78 -5.00 -1.14
C6 2.71 -6.78 -0.72
O1 2.38 -7.00 0.63
C7 3.27 -6.67 1.63
C8 4.74 -6.66 1.30
O2 2.83 -6.42 2.71
H1 -0.68 0.03 -1.59
H2 -1.16 -0.01 0.10
H3 0.54 0.17 -0.30
H4 -1.19 -2.30 -0.86
H5 0.02 -2.18 0.42
H6 1.81 -2.35 -1.05
H7 0.96 -1.63 -2.38
H8 -0.05 -4.32 -1.40
H9 -0.11 -3.61 -3.01
H10 2.38 -4.00 -3.26
H11 1.46 -5.49 -3.05
H12 4.11 -4.64 -1.36
H13 2.36 -4.32 0.00
H14 3.63 -7.29 -1.03
H15 1.90 -7.21 -1.31
H16 5.03 -7.37 0.54
H17 5.27 -6.87 2.23
H18 5.04 -5.66 0.99
C9 0.14 4.16 3.61
C10 -0.36 5.38 4.05
C11 -1.30 6.06 3.30
C12 -1.74 5.53 2.09
C13 -1.23 4.31 1.64
C14 -0.29 3.63 2.41
C15 -1.66 3.73 0.34
O3 -1.23 2.66 -0.04
C16 -2.65 4.49 -0.47
C17 -3.05 3.99 -1.70
C18 -3.97 4.68 -2.47
C19 -4.50 5.88 -2.01
C20 -4.11 6.39 -0.78
C21 -3.18 5.70 -0.01
C22 -2.76 6.27 1.30
O4 -3.24 7.31 1.71
H19 0.87 3.63 4.20
H20 -0.02 5.80 4.99
H21 -1.71 7.00 3.64
H22 0.10 2.69 2.05
H23 -2.63 3.06 -2.05
H24 -4.27 4.29 -3.43
H25 -5.22 6.42 -2.60
H26 -4.52 7.32 -0.41

---

[2]
DFT (ωB97M-V/def2-TZVPD) results for a structure of composition C22H27AsN5O7P2SW.

Summary:
**Lowest unoccupied orbital energy (alpha / beta)**: -0.16521 / -0.16523 Ha
**HOMO-LUMO gap (alpha / beta)**: 6.266 / 6.265 eV
**Charge**: +1
**Energy relative to the best compared isomer or geometry (same formula, charge and spin)**: 16.0 kJ/mol
**Energy**: -5038.934186 Eh
**Molar mass**: 826.3 g mol⁻¹

Element x y z (Å)
W1 0.56 -1.43 -0.09
S1 2.88 -1.67 -0.13
C1 3.81 -0.24 -0.50
C2 5.17 -0.16 -0.16
C3 5.86 0.99 -0.47
C4 5.23 2.04 -1.14
C5 3.90 1.94 -1.51
C6 3.19 0.79 -1.19
As1 1.41 0.35 -1.70
C7 0.55 2.09 -1.61
C8 -0.24 2.51 -2.68
C9 -0.86 3.75 -2.65
C10 -0.70 4.58 -1.54
C11 0.08 4.16 -0.47
C12 0.71 2.92 -0.50
C13 0.72 -0.04 1.58
C14 1.91 0.59 2.00
C15 1.94 1.46 3.07
C16 0.80 1.74 3.80
C17 -0.39 1.12 3.43
C18 -0.42 0.25 2.36
H1 5.65 -0.98 0.36
H2 6.90 1.07 -0.20
H3 5.79 2.93 -1.38
H4 3.43 2.76 -2.05
H5 -0.37 1.87 -3.55
H6 -1.46 4.08 -3.49
H7 -1.18 5.55 -1.52
H8 0.21 4.80 0.39
H9 1.32 2.60 0.33
H10 2.84 0.41 1.49
H11 2.89 1.91 3.36
H12 0.83 2.41 4.64
H13 -1.29 1.29 4.01
H14 -1.36 -0.24 2.14
O1 -2.44 -4.02 1.69
P1 -1.16 -3.26 2.22
O2 -1.26 -2.77 3.58
O3 -0.86 -2.20 1.09
O4 0.05 -4.33 1.98
P2 0.44 -4.67 0.46
O5 1.62 -5.69 0.56
O6 -0.75 -5.14 -0.28
O7 1.12 -3.40 -0.11
H15 -2.19 -4.61 0.95
H16 1.34 -6.61 0.62
C19 -2.91 1.95 0.10
N1 -3.30 0.64 -0.41
C20 -4.68 0.39 -0.81
C21 -2.34 -0.28 -0.62
N2 -1.08 -0.04 -0.44
N3 -2.77 -1.52 -1.04
C22 -1.96 -2.49 -1.55
N4 -2.53 -3.63 -1.96
N5 -0.68 -2.28 -1.66
H17 -3.82 2.51 0.34
H18 -2.34 2.51 -0.63
H19 -2.33 1.85 1.02
H20 -5.24 1.32 -0.69
H21 -5.17 -0.35 -0.17
H22 -4.75 0.09 -1.85
H23 -0.88 0.92 -0.21
H24 -3.71 -1.79 -0.79
H25 -3.53 -3.74 -1.92
H26 -1.97 -4.47 -1.80
H27 -0.20 -3.05 -2.12